(1)
Density functional theory data (the ωB97M-V functional and the def2-TZVPD basis) for a structure of composition C4H7NiO.

The expectation value of S² is 3.76. Its net charge is +2. As for the HOMO energy (alpha / beta): -18.092 / -19.846 eV. The spin multiplicity is 4. The value obtained for the gap between HOMO and LUMO (alpha / beta) is 6.87 / 7.12 eV. The value obtained for the energy above the lowest of the compared OMol25 structures with the same formula, charge and spin is 49.8 kJ/mol.

Each line ends with the natural charge from an NBO analysis.
Element x y z (Å)
C: -1.39789 0.62330 0.57757  -0.42
C: 0.08746 0.31350 0.52846  -0.22
C: 1.01479 1.45521 0.46798  0.01
O: 2.25640 1.32443 0.14774  -0.72
Ni: 3.36670 0.17518 -0.63586  1.53
H: -1.63994 1.60958 0.99281  0.28
H: 0.35200 -0.45490 -0.20651  0.26
H: -1.94466 0.31588 -0.31757  0.30
H: 0.68947 1.22497 1.72196  0.31
C: -1.11218 -0.43752 1.58039  -0.14
H: -0.89222 -0.15893 2.61184  0.26
H: -1.37050 -1.47408 1.36907  0.28
H: 0.62440 2.44362 0.08861  0.29



(2)
Density functional theory data (the ωB97M-V functional and the def2-TZVPD basis) for the molecule C19H21ClN2O5.

Its net charge is 0. As for the HOMO energy: -8.027 eV. As for the SMILES: CCNC(=O)C1=C(C)N(CC)C(C(=O)O)=C(C(=O)O)[C@H]1c1ccccc1Cl. The spin multiplicity is 1. The value obtained for the gap between HOMO and LUMO is 8.17 eV. The value obtained for the energy above the lowest of the compared OMol25 structures with the same formula, charge and spin is 0.0 kJ/mol.

Each line ends with the natural charge from an NBO analysis.
Element x y z (Å)
O: -1.51245 -2.99971 -2.83775  -0.54
O: -1.02157 1.05378 -3.35362  -0.59
O: 1.05198 1.00879 2.57626  -0.61
Cl: -0.69581 3.69006 -0.32372  0.00
O: 0.62406 -3.74168 -2.86524  -0.68
O: 0.15874 -0.65174 -4.23288  -0.68
C: -0.37634 -2.85260 -2.51217  0.76
C: -0.37456 0.02542 -3.19721  0.77
C: 1.32192 1.07893 1.37735  0.65
C: -0.01382 -1.80893 -1.50374  0.14
C: 1.00326 -1.28716 0.66553  0.27
C: -0.17881 -0.44207 -1.79830  -0.14
C: 0.75818 0.09145 0.46766  -0.15
C: -3.96984 1.75601 0.82175  -0.20
C: -3.68511 0.38011 0.60327  -0.19
C: -3.00487 2.69850 0.56207  -0.23
C: -2.41723 0.05199 0.09906  -0.23
C: -1.74549 2.37822 0.08975  -0.05
C: -1.42725 1.02146 -0.15555  0.07
N: 2.19130 2.05689 0.87421  -0.62
N: 0.35579 -2.20591 -0.18654  -0.44
C: 2.01353 -1.71072 1.73005  -0.65
C: -0.07113 0.57277 -0.67870  -0.31
C: 3.15427 4.25324 0.68573  -0.61
C: -1.28749 -3.36969 1.26400  -0.63
C: 2.82321 3.08870 1.67033  -0.21
C: -0.05389 -3.51390 0.35941  -0.21
H: 0.21159 -4.40962 -3.43573  0.50
H: 0.00384 -0.13504 -5.03811  0.51
H: -4.94834 2.07927 1.17517  0.22
H: -4.42681 -0.38300 0.79920  0.22
H: -3.26209 3.74088 0.74542  0.22
H: -2.18518 -1.01754 -0.07355  0.22
H: 2.49997 1.90762 -0.07954  0.39
H: 2.72064 -0.88816 2.01259  0.25
H: 2.60432 -2.52082 1.28261  0.22
H: 1.54689 -2.07058 2.63519  0.23
H: 0.37796 1.46370 -1.14976  0.25
H: 3.80381 3.92824 -0.12966  0.20
H: 2.22754 4.63360 0.25381  0.22
H: 3.63974 5.06637 1.22611  0.21
H: -1.16255 -2.57801 2.01394  0.22
H: -2.17502 -3.10873 0.65726  0.21
H: -1.46244 -4.30119 1.82499  0.22
H: 2.12846 3.49008 2.43770  0.22
H: 3.69045 2.65933 2.14809  0.19
H: 0.79253 -3.95522 0.94236  0.21
H: -0.24589 -4.22337 -0.44908  0.21



(3)
Density functional theory data (the ωB97M-V functional and the def2-TZVPD basis) for the ion C5H6NO with charge -1.

Its net charge is -1. As for the HOMO energy: -1.236 eV. As for the SMILES: C=C1CC=CN1[O-]. The spin multiplicity is 1. The value obtained for the gap between HOMO and LUMO is 5.50 eV. The value obtained for the energy above the lowest of the compared OMol25 structures with the same formula, charge and spin is 68.9 kJ/mol.

Each line ends with the natural charge from an NBO analysis.
Element x y z (Å)
C: 0.52139 1.63500 0.15462  -0.38
C: -0.12623 1.33133 -0.95380  -0.03
C: -0.25416 -0.62617 0.06224  0.15
C: -0.49218 -1.89385 0.48558  -0.70
C: 0.62196 0.24738 0.84595  -0.45
N: -0.57881 -0.04075 -1.09682  -0.03
O: -1.23134 -0.52794 -2.07593  -0.73
H: 0.60561 2.69454 0.41809  0.20
H: -0.13625 2.10700 -1.70967  0.18
H: -1.17000 -2.59943 0.01682  0.19
H: 0.11247 -2.41007 1.22441  0.17
H: 1.65768 -0.05777 0.71397  0.21
H: 0.46985 0.14074 1.91455  0.21



(4)
Density functional theory data (the ωB97M-V functional and the def2-TZVPD basis) for a cluster of 17 separate species, C40H54Cl48N4O3P2S2 in total.

Its net charge is 0. As for the HOMO energy: -6.581 eV. The spin multiplicity is 1. The value obtained for the gap between HOMO and LUMO is 4.95 eV.

Each line ends with the Mulliken charge.
Element x y z (Å)
C: -8.20034 -0.90228 -4.58985  -0.94
C: -6.63364 -1.31848 -4.77260  -0.20
P: -5.66139 -1.14163 -3.11874  -0.11
C: -6.46968 0.39459 -2.30662  -1.03
C: -3.80932 -0.86874 -3.44153  2.12
C: -3.73365 0.29976 -4.57678  -0.33
N: -3.75749 1.10430 -5.48252  -0.70
C: -2.96868 -0.28447 -2.17630  0.62
C: -3.24617 1.32163 -2.19267  -0.82
N: -3.35132 2.51950 -2.33113  -0.64
C: -3.46243 -0.79172 -0.73367  -0.80
C: -3.01474 -2.29241 -0.34208  0.11
C: -4.18430 -3.39881 -0.52760  -0.10
S: -3.43056 -5.13330 -0.48192  0.08
C: -4.76969 -6.31952 0.10796  -0.34
S: -5.65212 -7.26035 -0.95276  -0.11
N: -4.97818 -6.30763 1.59868  0.31
C: -6.01464 -5.48325 2.18834  -0.14
C: -5.75683 -5.80189 3.69666  -0.38
N: -4.63218 -6.74382 3.81357  -0.62
C: -4.13491 -7.06977 2.50011  0.00
C: -1.39551 -0.49183 -2.41075  -0.33
C: -0.42601 0.28050 -1.39651  -1.08
C: -0.07806 -0.51023 -0.03898  2.29
C: 0.75070 -1.87236 -0.24747  0.03
C: 0.90177 0.49286 0.80927  -0.58
C: 0.07878 1.48439 1.78750  -0.33
C: -0.22280 0.75932 3.20512  -0.37
C: -1.60132 0.85321 3.70642  0.26
C: -2.07397 2.15472 4.56228  -1.16
C: -2.62054 -0.33500 3.35320  -0.35
P: -3.04770 -2.39701 -4.25624  0.68
O: -1.83177 -2.01125 -5.15170  -0.69
O: -4.13782 -3.21216 -5.32983  -0.22
O: -2.48258 -3.58075 -3.17057  0.92
H: -8.90206 -1.56283 -5.22989  0.33
H: -8.56323 -0.94386 -3.50692  0.22
H: -8.33807 0.18034 -4.97222  0.27
H: -6.61437 -2.40324 -5.15574  0.28
H: -6.19356 -0.56873 -5.51776  0.26
H: -7.54296 0.20296 -1.96712  0.40
H: -6.46210 1.21499 -3.13108  0.32
H: -5.85800 0.82385 -1.43757  0.34
H: -2.94066 -0.09994 0.04117  -0.14
H: -4.58264 -0.68388 -0.52991  0.47
H: -2.79742 -2.26956 0.80010  0.39
H: -2.04609 -2.64863 -0.83290  -0.50
H: -5.01955 -3.27686 0.26818  0.40
H: -4.60119 -3.28575 -1.58609  -0.20
H: -6.76854 -4.81563 1.65998  0.38
H: -6.37108 -5.30541 4.51608  0.32
H: -3.26628 -7.73121 2.17012  0.34
H: -1.15533 -0.09453 -3.47416  0.67
H: -1.05626 -1.59584 -2.41902  -0.28
H: 0.58723 0.41009 -1.95291  0.40
H: -0.75239 1.33623 -1.09995  0.05
H: -0.97007 -0.71142 0.65005  -1.06
H: 1.03389 -2.24439 0.81609  -0.41
H: 0.14732 -2.68881 -0.77578  0.00
H: 1.73742 -1.60460 -0.76052  -0.18
H: 1.41545 1.18145 0.02901  0.10
H: 1.67013 -0.06640 1.44537  0.44
H: 0.79089 2.37108 2.03311  0.19
H: -0.84835 1.95343 1.30772  0.24
H: 0.63868 0.24747 3.77185  0.04
H: -1.21481 2.90999 4.67180  0.30
H: -2.44749 1.83747 5.59885  0.35
H: -2.96665 2.61711 3.98092  0.27
H: -2.15814 -1.37768 3.56466  0.23
H: -2.85458 -0.25976 2.23532  -0.16
H: -3.55866 -0.19703 4.02400  0.39
H: -4.00490 -4.18440 -5.24647  0.18
H: -2.42566 -4.41763 -3.69971  -0.52
C: 4.37921 2.58677 0.73239  0.00
Cl: 5.03621 2.37745 2.36181  0.01
Cl: 4.12715 1.01406 -0.04345  -0.10
Cl: 2.86943 3.50715 0.78428  -0.13
H: 5.10003 3.14750 0.14229  0.21
C: -3.48765 -1.33594 -8.49054  0.97
Cl: -3.81508 0.01873 -9.57893  -0.11
Cl: -4.55496 -2.70126 -8.85409  -0.16
Cl: -1.79124 -1.82519 -8.60104  -0.14
H: -3.68333 -1.00980 -7.46958  -0.64
C: -1.41604 5.36475 -3.55591  0.13
Cl: -0.72491 4.81990 -5.08968  -0.10
Cl: -0.43884 4.79454 -2.19611  -0.07
Cl: -1.55192 7.12902 -3.52620  -0.10
H: -2.41563 4.94220 -3.46107  0.13
C: 1.59968 -2.91832 -3.91497  0.90
Cl: 1.17576 -4.40688 -3.05290  -0.20
Cl: 2.66547 -1.90948 -2.92362  -0.07
Cl: 2.36303 -3.29412 -5.46549  -0.15
H: 0.68270 -2.36207 -4.11013  -0.51
C: 5.94234 0.08560 5.44208  0.77
Cl: 6.61925 -0.48310 3.90894  -0.13
Cl: 6.91913 -0.48387 6.80239  -0.04
Cl: 5.82800 1.85283 5.45397  -0.16
H: 4.93830 -0.32348 5.54553  -0.41
C: -1.01385 -7.27873 -3.82153  0.71
Cl: -1.92899 -8.03867 -2.51218  -0.10
Cl: -0.03953 -8.47915 -4.67885  -0.13
Cl: -2.10614 -6.44925 -4.94414  -0.15
H: -0.34313 -6.53888 -3.38735  -0.34
C: 5.88475 6.32591 0.27324  0.00
Cl: 6.74116 4.82092 0.64126  -0.10
Cl: 4.56379 6.02677 -0.86677  -0.10
Cl: 5.26939 7.06953 1.75596  -0.11
H: 6.58838 7.01569 -0.18983  0.36
C: 2.09307 -2.63245 4.82981  -0.07
Cl: 1.32458 -2.87666 3.25493  -0.06
Cl: 3.25751 -3.92220 5.16139  -0.13
Cl: 2.88377 -1.04956 4.89606  -0.16
H: 1.32061 -2.66232 5.59663  0.33
C: 7.04196 1.08824 10.82496  -0.08
Cl: 6.13988 0.31191 12.13425  -0.09
Cl: 7.99418 -0.10607 9.93219  -0.02
Cl: 5.94190 1.94665 9.73596  -0.12
H: 7.72578 1.81362 11.26314  0.31
C: 9.89748 -3.02166 6.78193  -0.03
Cl: 10.75236 -4.52676 7.15045  -0.13
Cl: 8.58216 -3.31971 5.63682  -0.09
Cl: 9.27887 -2.27956 8.26612  -0.05
H: 10.60217 -2.33094 6.32168  0.29
C: 0.32422 9.98743 -5.83215  0.49
Cl: -0.02631 11.67647 -5.43582  -0.13
Cl: -0.04551 9.65758 -7.53078  -0.12
Cl: 2.01578 9.60397 -5.47814  -0.12
H: -0.30903 9.35135 -5.21354  -0.12
C: 11.50008 -1.50708 12.07875  -0.02
Cl: 11.76234 -1.32732 10.33702  -0.09
Cl: 9.91970 -0.85795 12.54142  -0.09
Cl: 11.63804 -3.20557 12.55547  -0.13
H: 12.26924 -0.94087 12.60137  0.33
C: -5.13594 8.17425 -2.11237  -0.06
Cl: -4.30429 8.98264 -0.77575  -0.12
Cl: -4.51868 8.74919 -3.66766  -0.10
Cl: -4.95869 6.41744 -1.98354  -0.07
H: -6.19561 8.41687 -2.05343  0.35
C: -0.25266 1.65487 -9.15595  0.43
Cl: -0.10121 2.90419 -7.91334  -0.08
Cl: -1.57544 2.03806 -10.26646  -0.14
Cl: 1.26806 1.46859 -10.04181  -0.07
H: -0.48107 0.71025 -8.66402  -0.14
C: 5.48912 1.86014 -10.78094  0.03
Cl: 6.34831 0.35594 -10.41843  -0.12
Cl: 4.17117 1.56381 -11.92424  -0.11
Cl: 4.87047 2.59628 -9.29566  -0.10
H: 6.19151 2.55367 -11.24026  0.30
C: 3.20526 2.28754 14.57888  0.02
Cl: 4.05352 3.09936 15.90303  -0.12
Cl: 3.82511 2.83468 13.01478  -0.08
Cl: 3.35695 0.53038 14.72806  -0.12
H: 2.14948 2.54648 14.63869  0.31



(5)
Density functional theory data (the ωB97M-V functional and the def2-TZVPD basis) for the ion C4H10N3 with charge +1.

Its net charge is +1. As for the HOMO energy: -14.504 eV. As for the SMILES: C[C@H]1N=[N+](C)CN1. The spin multiplicity is 1. The value obtained for the gap between HOMO and LUMO is 9.13 eV. The value obtained for the energy above the lowest of the compared OMol25 structures with the same formula, charge and spin is 314.5 kJ/mol.

Each line ends with the natural charge from an NBO analysis.
Element x y z (Å)
C: -0.67353 1.27810 -0.25553  -0.07
C: 1.09960 -0.21890 -0.57301  0.03
C: 2.33357 -0.69218 0.22769  -0.62
C: -2.38777 -0.50804 0.04029  -0.43
N: -0.11883 -0.97325 -0.51709  0.07
N: 0.76080 1.14566 -0.26815  -0.62
N: -1.03259 -0.18947 -0.24732  0.04
H: -1.26237 1.75913 0.67334  0.24
H: -1.08184 1.65250 -1.12740  0.21
H: 1.27296 -0.22117 -1.72541  0.24
H: 2.05934 -0.88720 1.36623  0.23
H: 3.04889 0.06778 0.37434  0.26
H: 2.65264 -1.68964 -0.26659  0.26
H: -2.46993 -1.48115 0.40773  0.26
H: -2.96645 -0.35826 -0.86584  0.26
H: -2.63388 0.17281 0.83651  0.24
H: 1.08932 1.53510 0.64204  0.40